Density functional theory data (wB97M-V/def2-TZVPD) for a molecular structure, C34H35As2AuNO at a distorted geometry.

## Properties
Total charge: +3
Orbital gap (eV): 6.02

```
74
Properties=species:S:1:pos:R:3:forces:R:3
Au 0.38740 0.31703 0.12567 -1.0 -0.4 0.4
As 1.82489 0.91845 1.98483 0.1 0.2 0.4
As -1.00004 2.28133 0.92518 1.3 0.5 0.2
O -1.83533 -0.48795 -0.18540 0.2 -0.1 -0.2
N 1.54392 -1.38104 -0.52726 0.1 -0.2 0.0
C 5.58236 1.82820 0.43152 0.0 0.0 0.0
C 1.59239 -0.60673 3.09086 -0.1 -0.2 -0.1
C 0.75271 3.36159 -1.11356 0.0 0.0 0.0
C 2.79286 -3.81117 -0.99950 0.0 -0.1 0.0
C 2.70426 -1.32004 3.53496 0.0 0.0 0.0
C -1.52291 -2.51197 -1.52880 0.0 0.0 0.0
C 4.24926 1.45448 0.51003 0.0 0.1 0.0
C -0.45087 2.45943 2.78418 -0.3 0.0 0.1
C 1.60433 -3.49294 -1.62515 0.0 0.0 0.0
C 1.04771 2.46741 2.83659 0.1 0.2 0.0
C -0.11479 4.95314 0.49273 0.0 -0.1 -0.1
C 2.73430 -1.68066 0.04615 -0.3 -0.1 -0.2
C 3.38273 -2.87076 -0.16674 0.1 0.0 0.0
C 5.70468 1.94504 2.84123 0.0 0.0 0.0
C -4.94009 2.94056 1.94344 0.0 -0.1 0.0
C 1.37066 5.67831 -1.25551 0.0 0.0 0.0
C 4.37375 1.56878 2.94199 0.1 0.0 -0.1
C -1.86539 -1.94943 -0.16664 0.0 -0.1 -0.1
C 0.99607 -2.26938 -1.39192 0.1 0.2 0.1
C -5.37119 3.76645 0.90793 0.0 0.0 0.0
C -4.53064 4.08684 -0.15146 0.0 -0.1 -0.1
C 0.58594 5.96510 -0.14351 0.0 0.0 0.0
C -0.01526 3.64384 0.01371 -0.1 0.2 -0.1
C 3.66196 1.32693 1.76530 0.0 -0.1 -0.3
C 2.51300 -2.43396 4.33999 0.0 0.0 0.0
C 6.30454 2.06875 1.59321 0.0 0.0 0.0
C 1.22911 -2.84318 4.67261 0.0 0.0 0.0
C 1.44687 4.38265 -1.74817 0.0 0.0 0.0
C 0.29575 -1.03371 3.40048 0.1 0.0 0.0
C -2.81465 2.77720 0.86830 -0.3 -0.7 -0.4
C -0.25544 -1.89868 -2.12681 0.0 -0.1 0.0
C 0.11879 -2.14863 4.19990 0.0 0.0 0.0
C -3.24785 3.56621 -0.19983 0.0 0.1 0.1
C -3.66216 2.41337 1.91938 0.0 0.1 -0.1
H 3.26805 -4.76735 -1.17639 0.0 0.0 0.0
H 6.27257 2.14085 3.74087 0.0 0.0 0.0
H 1.92210 6.47182 -1.74217 0.0 0.0 0.0
H -5.60763 2.69818 2.75910 0.0 0.0 0.0
H 0.50711 6.98143 0.21898 0.0 0.0 0.0
H -4.87755 4.73484 -0.94474 0.0 0.0 0.0
H 7.34619 2.35328 1.52783 0.0 0.0 0.0
H 1.46660 3.33553 2.32683 0.0 0.0 0.0
H 6.05686 1.93416 -0.53468 0.0 0.0 0.0
H -0.87770 -2.48161 4.45796 0.0 0.0 0.0
H 3.68273 1.27113 -0.39572 0.0 0.0 0.0
H 4.34207 -3.05090 0.29772 0.0 0.0 0.0
H -1.42162 -3.59487 -1.42874 0.0 0.0 -0.1
H 2.03431 4.17010 -2.63140 0.0 0.0 0.0
H 1.43106 2.45620 3.85961 0.0 -0.1 0.0
H 3.36932 -2.98243 4.70918 0.0 0.0 0.0
H -2.85559 -2.27568 0.14607 0.0 0.1 0.1
H 1.08936 -3.71096 5.30381 0.0 0.0 0.0
H -2.34923 -2.34135 -2.22355 0.0 0.0 0.0
H 0.80144 2.35760 -1.52438 0.0 0.0 0.0
H -0.57127 -0.50190 3.02473 0.0 0.0 0.0
H -6.38483 4.14469 0.91675 0.0 0.1 0.0
H -0.33527 -0.80671 -2.16369 0.0 0.0 -0.1
H -0.73500 5.19008 1.34999 0.0 0.0 0.0
H -1.14561 -2.23790 0.60018 0.0 0.0 0.0
H -2.59221 3.80276 -1.02780 0.0 0.0 0.0
H -2.36242 -0.20125 -0.94718 -0.1 0.1 0.1
H -0.87597 3.40315 3.13142 0.0 0.0 0.0
H -3.33506 1.75056 2.71042 0.0 0.0 0.0
H -0.89439 1.66721 3.38542 0.0 0.0 0.0
H 3.70756 -1.00536 3.27808 0.0 0.0 0.0
H -0.16136 -2.22743 -3.16170 0.0 0.0 0.0
H 1.14594 -4.17971 -2.32515 0.0 0.0 0.0
H 3.91513 1.46482 3.91817 0.0 0.0 0.0
H 3.18454 -0.93128 0.67314 0.0 0.0 0.1
```
Positions in Å, forces in eV/Å.

=====

Density functional theory data (wB97M-V/def2-TZVPD) for a molecular structure, C34H35Cl5N2O4SSiY at a distorted geometry.

## Properties
Total charge: -1
Orbital gap (eV): 6.69

```
83
Properties=species:S:1:pos:R:3:forces:R:3
Y 1.06176 -0.45196 -1.07395 0.4 -0.6 1.7
Cl -0.64669 -2.33366 -3.58947 -0.6 0.0 -0.3
Cl 3.17504 -6.04036 -4.56509 0.0 -0.1 -0.1
Cl 4.94584 -4.71409 -2.38096 0.2 0.0 0.1
Cl 0.32639 -4.91724 -5.15298 -0.1 0.0 -0.1
Cl 3.80865 -2.20409 -0.79071 0.5 -0.2 0.4
S -1.75636 -1.04401 1.19321 -2.1 -0.4 0.6
Si -0.10168 1.51351 -2.55386 -1.3 1.6 -1.4
O 0.67724 -0.55091 4.60233 -0.1 0.0 0.1
O 0.68477 -2.04691 0.70454 0.4 0.2 -0.4
O 2.93062 0.65560 -1.44799 -0.8 -0.5 -0.2
O -1.29562 -0.24448 0.03214 1.0 0.8 -1.4
N 1.35915 -0.37496 2.14665 0.1 0.0 0.4
N 1.80882 0.33607 1.04650 0.0 0.1 0.2
C 2.59073 -4.67957 -3.69232 -0.1 0.1 0.1
C 0.33108 -1.81765 4.33296 0.1 0.0 0.0
C 2.41702 1.44431 1.30956 -0.1 -0.5 0.2
C 0.43366 1.75854 -4.40200 0.0 0.0 0.5
C -3.32605 -0.21680 3.27711 -0.2 0.1 0.0
C 3.55762 3.51344 0.71786 0.0 0.0 -0.1
C 0.93486 5.58217 -0.34620 -0.1 0.1 0.1
C 1.32551 -4.16727 -3.96617 0.0 0.0 0.0
C 3.38236 -4.08180 -2.71356 0.0 0.1 0.0
C -3.29128 -0.17005 1.75968 0.7 -0.3 0.1
C 1.63694 -2.41272 -2.27694 0.6 -1.2 -0.8
C -2.59728 -2.53397 0.47824 0.6 0.2 0.1
C 2.88766 -2.98009 -2.02443 -0.8 0.1 -0.3
C -0.14976 -2.61478 5.37098 0.0 0.1 0.1
C -0.40516 -4.47495 3.87759 -0.1 -0.2 -0.1
C -0.51686 -3.92581 5.14499 0.0 0.1 0.1
C 0.86408 -1.56471 1.87032 0.3 0.2 0.0
C 0.06055 -3.69305 2.84050 0.1 0.1 0.0
C 0.89368 -3.04902 -3.26403 0.6 0.2 0.5
C 0.42638 -2.36596 3.04289 0.1 0.0 0.0
C 3.98250 2.69277 -1.88559 0.0 -0.2 0.1
C -2.02797 1.74489 -2.71164 0.4 -0.1 0.1
C 0.30702 4.53761 0.31281 -0.1 0.2 0.2
C 4.40113 3.93139 -1.47974 0.0 -0.1 0.0
C 0.02143 3.36750 -0.36356 -0.2 -0.1 0.0
C -3.07335 -2.34070 -0.95166 -0.1 0.2 -0.1
C -4.49905 -1.81703 -1.10813 0.2 0.0 0.0
C 4.20031 4.34729 -0.16389 0.1 0.2 0.2
C 0.33454 3.20261 -1.71202 0.0 -0.5 -0.2
C 3.30165 1.80681 -1.01257 0.4 0.8 0.3
C 3.07999 2.25388 0.33202 0.2 0.0 -0.7
C 0.97750 4.26079 -2.34587 0.0 -0.1 -0.1
C 1.27649 5.43509 -1.67861 0.0 0.2 0.0
C -4.62311 0.38290 3.81315 0.2 -0.1 0.0
H -4.17330 -0.63969 1.33720 -0.1 0.0 -0.1
H -2.27416 2.55478 -3.39717 0.0 0.2 -0.1
H 4.87962 4.59429 -2.18861 0.1 0.0 0.0
H -1.81207 -3.28570 0.50993 0.1 -0.1 0.1
H -4.65828 0.32852 4.89837 0.0 0.0 0.1
H 4.53872 5.32204 0.15770 0.0 0.1 0.0
H -4.56705 -0.75961 -0.86673 0.0 0.1 0.0
H 3.38276 3.83923 1.73570 0.0 0.0 0.1
H -3.23545 -1.25583 3.60619 0.1 0.0 0.1
H -2.46775 1.98811 -1.74850 -0.1 0.0 0.3
H 0.05269 4.63957 1.36111 0.0 0.0 0.0
H 0.00867 2.66668 -4.82439 -0.1 0.2 0.0
H -2.46711 0.32462 3.67751 0.1 -0.1 0.0
H 1.04459 -0.17929 3.74220 0.0 0.0 0.0
H -5.47967 -0.15742 3.41237 -0.1 0.0 0.0
H 2.46674 1.78160 2.35311 0.0 -0.2 -0.2
H -0.88321 -4.52393 5.96694 0.0 -0.1 0.1
H -0.67826 -5.50548 3.70391 0.0 -0.1 0.0
H -3.00083 -3.29776 -1.47490 0.1 0.0 0.1
H 1.78346 6.24023 -2.19622 0.0 0.0 0.0
H 0.16833 -4.08894 1.84114 0.0 0.0 -0.1
H 4.13289 2.34519 -2.89777 0.0 0.0 -0.1
H -4.81109 -1.94364 -2.14251 -0.1 0.1 -0.1
H -2.38138 -1.64732 -1.44059 -0.1 -0.2 -0.1
H -0.45965 2.55249 0.16731 -0.1 -0.1 0.1
H -5.19479 -2.36836 -0.47602 -0.1 0.0 0.1
H 1.15875 6.50235 0.17667 0.1 0.0 0.1
H -2.52028 0.84648 -3.07496 -0.1 -0.3 -0.1
H 1.51409 1.81837 -4.49426 0.3 0.0 0.0
H -3.38849 -2.81692 1.16956 0.0 0.0 0.1
H 1.25546 4.16663 -3.38532 0.1 0.0 -0.2
H 0.10331 0.92780 -5.02051 -0.1 -0.2 0.0
H -4.70968 1.42664 3.51797 -0.1 0.1 0.0
H -3.20022 0.84638 1.38592 0.0 0.1 -0.1
H -0.22010 -2.18074 6.35555 0.0 0.1 0.1
```
Positions in Å, forces in eV/Å.

=====

Density functional theory data (wB97M-V/def2-TZVPD) for a molecular structure, C34H35ClN3NiO9STe at a distorted geometry.

## Properties
Total charge: -2
Orbital gap (alpha / beta) (eV): 5.78 / 4.57
2S+1: 2

```
85
Properties=species:S:1:pos:R:3:forces:R:3
Te 0.64358 -0.70339 0.92296 1.3 -0.4 -0.7
Ni -1.63426 1.16505 -0.88535 0.4 0.4 -1.1
Cl -3.43006 0.11766 -2.83723 -0.3 -0.6 -0.8
S -1.91415 0.30126 1.67237 -1.2 0.5 1.9
O -2.81876 -0.33035 2.59582 -0.1 -0.2 -0.2
O -2.00518 0.36549 -3.00341 0.4 0.0 -0.1
O -2.51070 1.42781 0.95129 -0.1 -0.3 -0.1
O 2.62498 0.57596 -0.45493 -0.3 0.3 -0.1
O -3.84559 0.77139 -1.62516 -0.1 0.3 0.5
O -0.66255 0.75056 2.33342 0.1 0.2 0.0
O -1.41609 -0.76878 0.64861 0.4 -0.2 0.2
O -4.13143 0.66323 -3.96693 -0.1 0.2 -0.1
O -3.67102 -1.29177 -2.75914 0.0 -0.2 0.1
N -0.24994 3.50248 0.84350 -0.3 0.0 -0.3
N -1.78497 3.24765 -1.49818 0.0 0.8 -0.7
N 0.35169 0.65777 -0.71501 -0.1 -0.1 0.5
C 2.66437 -2.72034 -0.02840 -0.1 0.1 0.2
C 0.78553 -2.80129 -1.54078 0.0 0.1 0.2
C -1.36765 4.29584 0.62706 0.5 0.1 0.8
C -1.33849 -3.76723 1.14457 -0.1 0.0 0.1
C 3.14222 4.15007 -2.52335 0.0 0.1 0.0
C 1.57318 1.11522 -0.93361 0.1 -1.1 0.4
C -2.75031 6.15904 1.33502 -0.3 0.1 -0.4
C 1.60935 -0.81677 4.10144 -0.1 -0.2 0.0
C -0.66664 -4.38656 3.45791 0.0 -0.1 0.0
C 1.48905 -3.72420 -2.31720 0.1 0.0 0.1
C 0.87782 2.57767 -2.84826 0.1 -0.1 0.1
C -3.03816 5.25403 -0.88442 0.2 -0.1 0.2
C -3.58212 5.30321 -2.18290 0.2 -0.5 -0.4
C 3.52049 -5.12080 -2.84834 0.0 0.1 0.1
C 3.34074 -3.62275 -0.83618 0.0 -0.1 0.0
C -2.29412 3.36440 -2.72472 0.5 -0.4 0.9
C -0.58251 -3.46881 2.41239 0.0 0.1 -0.2
C -0.06219 -5.19236 5.77785 0.0 0.1 -0.1
C 2.76458 -4.14181 -1.98660 0.0 0.0 0.0
C -1.73451 5.23699 1.58143 0.1 -0.4 -0.2
C -3.16710 4.37404 -3.11019 -0.6 0.8 0.2
C 0.69372 -2.99892 4.81735 0.0 0.0 0.0
C 2.26021 4.41256 -3.56544 0.0 0.0 0.0
C -3.37852 6.19120 0.11185 -0.1 0.2 0.3
C 0.17520 -2.29478 2.54690 -0.2 0.0 0.1
C 1.77102 2.29788 -1.81893 0.0 0.3 -0.4
C 1.12567 3.62654 -3.71911 0.0 0.1 -0.1
C 2.90212 3.09552 -1.65895 -0.1 0.0 0.0
C 3.35271 -2.20128 1.20691 -0.1 0.1 -0.1
C -0.56041 -2.38122 -2.02998 -0.1 0.1 -0.1
C -0.01954 -4.17755 4.66319 0.1 0.0 0.1
C 1.36404 -2.29584 -0.36851 0.3 -0.1 -0.2
C 0.79558 -2.05958 3.79294 0.0 0.0 -0.2
C -2.07458 4.24226 -0.60154 -0.4 0.1 -0.6
H -4.13805 6.93527 -0.10403 0.0 0.0 0.0
H 0.92678 -5.63424 5.92603 0.0 0.0 0.0
H 1.20871 0.05001 3.59287 0.0 0.2 0.0
H 1.58279 -0.62404 5.17587 0.0 0.0 0.0
H -1.86339 -4.72189 1.21842 0.0 0.0 0.0
H -1.26170 -5.28710 3.32495 0.0 0.0 0.0
H -3.01392 6.88246 2.09825 0.0 0.0 0.0
H 2.46205 5.21930 -4.26084 0.0 0.0 0.0
H 4.33494 -4.61801 -3.37626 0.0 0.0 0.0
H -2.07077 -2.98211 0.95809 0.0 0.0 -0.1
H 1.18081 -2.79735 5.76946 0.0 0.0 0.0
H 4.02443 4.76711 -2.39306 0.0 0.0 0.0
H 2.65576 -0.94563 3.80884 0.0 0.1 0.0
H -0.66096 -3.80669 0.29213 -0.1 0.0 0.0
H 4.34819 -3.92671 -0.56420 0.0 0.0 0.1
H -0.10186 2.84196 0.08756 0.0 -0.2 0.0
H -1.23806 -2.14068 -1.22213 -0.2 0.1 0.1
H -0.27495 2.99271 1.71634 0.0 -0.1 0.1
H -0.45792 -1.48421 -2.63339 -0.1 0.2 -0.1
H -1.19118 5.24827 2.51856 0.0 0.0 0.0
H -4.29423 6.07870 -2.43965 0.0 0.0 0.0
H -1.02514 -3.14945 -2.64906 0.0 0.0 0.0
H -2.01021 2.59943 -3.43347 0.0 0.0 0.0
H 3.50039 -1.12404 1.09979 0.1 0.0 0.1
H 4.32107 -2.68300 1.34730 0.0 0.0 0.0
H 0.00251 1.95034 -2.94917 0.1 0.0 -0.1
H 2.86062 -5.57288 -3.58925 0.0 0.0 0.0
H -0.35982 -4.72800 6.72070 0.0 0.0 0.0
H 2.73247 -2.38159 2.08838 0.1 -0.1 0.0
H 3.57746 2.86686 -0.84523 0.0 -0.1 0.0
H 1.01520 -4.11214 -3.21402 0.0 0.0 0.0
H 3.95952 -5.91513 -2.24117 0.0 0.0 0.0
H -3.53741 4.39625 -4.12715 0.0 0.0 0.0
H 0.43269 3.82761 -4.52817 0.0 0.0 0.0
H -0.76312 -5.99782 5.55471 0.0 0.0 0.0
```
Positions in Å, forces in eV/Å.

=====

Which energy relative to the best compared isomer or geometry (same formula, charge and spin) belongs to each record? In order, 1.160 0.773 0.771 eV.